No. 1
ORCA calculation (ωB97M-V/def2-TZVPD) on C3H6N4O in the gas phase.

For the total energy, the calculation gives -11213.4695 eV. The calculation puts the HOMO-LUMO gap at 8.0 eV. The calculation puts the energy above the lowest of the compared OMol25 structures with the same formula, charge and spin at 76.26 kcal/mol. As for the SMILES: Nc1cn(N)[nH]c1=O. As for the lowest unoccupied orbital energy: 0.64 eV.

The geometry in ORCA input format:
```
! wB97M-V def2-TZVPD RIJCOSX def2/J DEFGRID3
* xyz 0 1
C 0.610 -0.248 -0.437
C 0.652 0.088 0.898
C -0.584 0.566 1.361
N -1.466 0.590 -0.159
N -0.613 -0.092 -0.983
N 1.766 -0.017 1.747
N -0.940 -0.171 -2.334
O -1.116 0.956 2.353
H 1.419 -0.631 -1.033
H -2.399 0.202 -0.100
H 2.344 -0.825 1.560
H 1.492 0.029 2.718
H -0.618 -1.052 -2.722
H -0.549 0.606 -2.869
*
```

Charges obtained by Mulliken population analysis, quoted in units of e:
1. C -0.639
2. C 0.206
3. C 0.724
4. N -0.595
5. N 0.589
6. N -0.582
7. N -0.770
8. O -0.574
9. H 0.419
10. H 0.256
11. H 0.225
12. H 0.253
13. H 0.249
14. H 0.240

***

No. 2
ORCA calculation (ωB97M-V/def2-TZVPD) on C3H6N4O in the gas phase.

For the total energy, the calculation gives -11209.9275 eV. The calculation puts the HOMO-LUMO gap at 7.9 eV. The calculation puts the energy above the lowest of the compared OMol25 structures with the same formula, charge and spin at 157.94 kcal/mol. As for the SMILES: [H]/N=c1/[nH]cc(N)n1O. As for the lowest unoccupied orbital energy: 0.51 eV.

The geometry in ORCA input format:
```
! wB97M-V def2-TZVPD RIJCOSX def2/J DEFGRID3
* xyz 0 1
C -0.606 0.035 -0.637
C 0.046 1.141 -1.136
C 1.388 0.140 0.626
H -2.185 -1.375 -1.537
H -2.779 0.432 -0.847
H -0.347 1.601 -2.238
H 1.457 2.182 0.483
H 2.317 -0.669 2.078
H -0.713 -1.873 1.420
N -1.996 -0.552 -0.804
N 1.025 1.412 -0.135
N 2.165 0.235 1.711
N 0.276 -0.718 0.289
O -0.048 -1.992 0.727
*
```

Charges obtained by Mulliken population analysis, quoted in units of e:
1. C 0.129
2. C -0.320
3. C 0.284
4. H 0.252
5. H 0.314
6. H 0.263
7. H 0.314
8. H 0.235
9. H 0.345
10. N -0.532
11. N -0.337
12. N -0.710
13. N 0.179
14. O -0.417

***

No. 3
ORCA calculation (ωB97M-V/def2-TZVPD) on C3H6N4O in the gas phase.

For the total energy, the calculation gives -11209.6626 eV. The calculation puts the HOMO-LUMO gap at 9.7 eV. The calculation puts the energy above the lowest of the compared OMol25 structures with the same formula, charge and spin at 164.05 kcal/mol. As for the SMILES: N#CCNN/C=N/O. As for the lowest unoccupied orbital energy: 0.66 eV.

The geometry in ORCA input format:
```
! wB97M-V def2-TZVPD RIJCOSX def2/J DEFGRID3
* xyz 0 1
C 1.392 -0.811 0.247
C -1.771 1.012 0.170
C -2.606 -0.333 -0.037
H 3.887 0.696 -0.145
H 1.615 -1.759 0.972
H -0.478 -1.147 -0.417
H -0.461 0.858 -1.331
H -1.680 1.033 1.278
H -2.485 2.051 0.102
N 2.278 -0.095 -0.416
N 0.041 -0.419 0.188
N -0.490 0.773 -0.283
N -2.762 -1.581 -0.302
O 3.522 -0.279 -0.025
*
```

Charges obtained by Mulliken population analysis, quoted in units of e:
1. C -0.012
2. C -0.327
3. C 0.384
4. H 0.389
5. H 0.296
6. H 0.241
7. H 0.269
8. H 0.230
9. H 0.308
10. N -0.352
11. N -0.208
12. N -0.297
13. N -0.533
14. O -0.388

***

No. 4
ORCA calculation (ωB97M-V/def2-TZVPD) on C3H6N4O in the gas phase.

For the total energy, the calculation gives -11208.6700 eV. The calculation puts the HOMO-LUMO gap (spin up / spin down) at 5.8 / 6.0 eV. The calculation puts the energy above the lowest of the compared OMol25 structures with the same formula, charge and spin at 44.77 kcal/mol. As for the lowest unoccupied orbital energy (spin up / spin down): 0.84 / -1.71 eV.

The geometry in ORCA input format:
```
! wB97M-V def2-TZVPD RIJCOSX def2/J DEFGRID3
* xyz 0 3
C -0.339 -1.591 -0.090
C 0.631 -0.582 0.126
C -0.013 0.641 0.288
N -1.578 -1.197 -0.315
N -1.571 0.132 -0.436
N 1.992 -0.808 0.003
N 0.582 1.821 0.212
O -2.745 0.716 -0.337
H -0.288 -2.690 -0.356
H 2.410 -1.744 0.125
H 2.670 -0.089 0.185
H 1.128 2.109 -0.624
H 0.271 2.738 0.669
H -3.150 0.546 0.549
*
```

Charges obtained by Mulliken population analysis, quoted in units of e:
1. C -0.343
2. C 0.735
3. C -0.186
4. N -0.662
5. N 0.230
6. N -0.488
7. N -0.433
8. O -0.405
9. H 0.321
10. H 0.203
11. H 0.199
12. H 0.225
13. H 0.261
14. H 0.344